Computed, not measured: a cluster of 2 separate species, C3H5Br in total at a distorted geometry, with ωB97M-V/def2-TZVPD.

Last column: Mulliken charge in e.
Cartesian coordinates (Å):
C (1.363, 0.791, -0.300)  -0.10
C (0.849, -0.266, -0.610)  -0.09
C (0.277, -1.499, -1.045)  -1.09
H (1.846, 1.656, -0.188)  0.46
H (0.578, -2.330, -0.383)  0.27
H (-0.800, -1.403, -1.070)  0.29
H (0.536, -1.669, -2.083)  0.27
Br (-1.785, 2.788, 2.830)  -0.19
H (-2.865, 1.931, 2.849)  0.19

Forces on atoms 1 to 3 (eV/Å):
-2.21 -4.38 -1.12
1.39 2.61 0.76
-0.43 -0.72 0.07

## Properties
Kohn-Sham gap: 10.707 eV
structure (SMILES): C#CC.Br
electronic energy: -2691.23946 Ha
maximum force: 0.098 hartree/bohr
energy relative to the best compared isomer or geometry (same formula, charge and spin): 29.33 kcal per mole
HOMO level: -9.84 eV